No. 1
The following is a quantum chemistry calculation of 2 unconnected molecules or ions with the total composition C7H12NO2, from OMol25.

Output
LUMO (spin up / spin down) ... -7.03 / -7.03 eV
HOMO energy (spin up / spin down) ... -14.8 / -14.8 eV
Electronic energy ... -13028.782 eV
Energy relative to the best compared isomer or geometry (same formula, charge and spin) ... 83.7 kcal per mole
Charge ... +1

Structure (XYZ):
```
22
Properties=species:S:1:pos:R:3:forces:R:3
C 2.289 2.103 -1.714 0.33 0.81 0.36
C -1.484 0.725 -1.214 1.10 0.72 0.54
C -1.182 2.076 -0.884 1.26 -1.45 0.08
C 2.307 -0.038 1.416 0.69 -4.21 -1.42
C -1.349 -1.802 -0.494 4.39 2.42 0.38
C 1.077 -0.754 0.867 -0.05 -1.56 0.82
C -0.815 -0.243 -0.422 -0.81 -3.27 0.88
N 0.249 0.150 0.229 -2.00 0.47 -1.86
O 3.135 1.320 -1.737 0.00 -0.54 -0.20
O 1.496 2.947 -1.631 -0.17 -0.25 -0.24
H -1.893 2.626 -0.398 -2.83 1.01 1.82
H -0.376 2.077 -0.140 0.18 0.38 -0.61
H -1.178 2.695 -1.723 0.81 0.98 -1.80
H 2.166 0.239 2.406 0.12 0.26 1.94
H 3.120 -0.833 1.219 -0.65 1.74 1.00
H 2.488 0.809 0.841 0.49 1.38 -1.08
H -2.395 -1.750 -0.633 -0.86 -0.57 -0.83
H -0.571 -2.144 -1.285 -2.11 -0.24 0.80
H -1.085 -2.327 0.457 -0.40 0.49 -0.81
H 0.473 -1.414 1.573 0.65 0.95 -0.14
H 1.326 -1.579 0.148 0.12 0.66 0.05
H -2.036 0.460 -2.114 -0.24 -0.17 0.32
```
Positions in Å, forces in eV/Å.

Löwdin atomic charge list, values in e, 6 entries: atom 1 (C): -0.409, atom 2 (C): 0.141, atom 3 (C): -0.030, atom 4 (C): -0.033, atom 5 (C): 0.032, atom 6 (C): -0.260

No. 2
The following is a quantum chemistry calculation of a gas-phase ion, C9H14N3 (charge +1), from OMol25.

Output
LUMO (spin up / spin down) ... -7.85 / -6.86 eV
HOMO energy (spin up / spin down) ... -14.4 / -14.4 eV
Electronic energy ... -14016.497 eV
Energy relative to the best compared isomer or geometry (same formula, charge and spin) ... 172.6 kcal per mole
Charge ... +1

Structure (XYZ):
```
26
Properties=species:S:1:pos:R:3:forces:R:3
C 3.645 -0.258 -1.056 0.67 0.88 -0.37
C 3.809 -1.100 0.109 0.37 -0.81 0.20
C -2.322 0.736 0.260 0.02 0.25 0.46
C -1.617 1.537 -0.817 -0.25 -0.11 -0.17
C -1.358 0.439 1.408 -0.07 -0.12 -0.51
C -0.432 0.770 -1.386 0.01 0.21 -0.40
C -0.142 -0.345 0.899 0.12 -0.05 0.67
C 0.540 0.466 -0.203 -0.28 0.66 0.71
C -0.473 -1.778 0.475 0.03 0.03 0.05
N 2.694 -1.153 0.636 -1.10 0.44 -0.07
N 2.536 0.106 -1.513 -0.61 1.17 -1.49
N 1.589 -0.271 -0.759 0.92 -2.12 1.31
H 4.764 -1.495 0.409 0.15 -0.22 0.23
H -3.168 1.302 0.652 -0.07 -0.07 -0.11
H -2.704 -0.196 -0.157 -0.11 -0.05 -0.05
H -2.299 1.733 -1.649 0.08 0.06 0.03
H -1.293 2.501 -0.418 0.04 0.05 -0.03
H -1.030 1.379 1.857 0.01 0.06 0.09
H -1.860 -0.141 2.182 0.09 -0.01 0.07
H -0.762 -0.169 -1.828 0.02 -0.03 -0.04
H 0.088 1.353 -2.146 0.05 -0.06 0.00
H 0.575 -0.402 1.731 -0.06 0.09 -0.18
H 0.883 1.434 0.192 0.12 -0.02 -0.21
H 0.201 -2.486 0.949 0.06 -0.06 0.00
H -0.381 -1.918 -0.599 -0.11 -0.12 -0.14
H -1.484 -2.043 0.773 -0.08 -0.05 -0.06
```
Positions in Å, forces in eV/Å.

Löwdin atomic charge list, values in e, 6 entries: atom 1 (C): 0.158, atom 2 (C): -0.140, atom 3 (C): -0.183, atom 4 (C): -0.175, atom 5 (C): -0.152, atom 6 (C): -0.097